{
  "formula": "C23H39Cl2CrN6O5P2",
  "method": "the ωB97M-V functional and the def2-TZVPD basis",
  "species": ["Cr", "C", "N", "C", "P", "O", "O", "P", "O", "N", "C", "C", "N", "C", "C", "N", "C", "C", "H", "H", "H", "H", "H", "H", "H", "H", "H", "H", "H", "H", "H", "H", "H", "H", "H", "H", "H", "H", "H", "H", "H", "H", "Cl", "C", "C", "C", "Cl", "C", "C", "C", "C", "N", "C", "C", "O", "H", "H", "H", "H", "O", "C", "C", "C", "C", "C", "C", "N", "H", "H", "H", "H", "H", "H", "H", "H", "H", "H", "H"],
  "coordinates": [[0.15302, 0.07356, 0.74285], [-0.55503, -3.71321, -3.66938], [-0.98210, -2.60246, -2.84145], [-2.41793, -2.38826, -2.84839], [-0.14404, -2.17799, -1.48626], [-0.59940, -0.83950, -1.00708], [-0.45186, -3.33749, -0.38415], [-0.40450, -3.11389, 1.27153], [0.36944, -1.87180, 1.49991], [0.35877, -4.44004, 1.85846], [1.78459, -4.36425, 2.13578], [-0.32920, -5.55903, 2.47910], [-2.00618, -3.13351, 1.69645], [-2.85218, -4.07957, 0.97682], [-2.61207, -1.81248, 1.83259], [1.46890, -2.30513, -1.79352], [2.20100, -3.53547, -1.55305], [2.29297, -1.11068, -1.82760], [-0.90492, -3.54874, -4.68948], [-0.95709, -4.66895, -3.31856], [0.52847, -3.75932, -3.68083], [-2.73976, -2.14449, -3.86208], [-2.65000, -1.55241, -2.19288], [-2.96248, -3.27899, -2.52013], [2.18224, -3.44434, 1.71264], [2.30121, -5.22387, 1.70179], [1.96361, -4.35128, 3.21459], [-1.31115, -5.25205, 2.82838], [0.24501, -5.89709, 3.34151], [-0.43001, -6.39692, 1.78411], [-2.27624, -4.96205, 0.70621], [-3.25510, -3.63643, 0.06201], [-3.68053, -4.37471, 1.62299], [-1.98559, -1.17895, 2.46029], [-3.58851, -1.92496, 2.29997], [-2.74055, -1.31716, 0.86073], [1.50207, -4.34818, -1.37617], [2.85584, -3.43622, -0.68278], [2.81476, -3.77167, -2.42486], [1.66938, -0.24537, -2.05065], [3.04556, -1.21875, -2.61192], [2.80111, -0.94933, -0.87089], [-1.32175, 1.95055, 4.95783], [0.05653, 2.15186, 3.97008], [1.20945, 2.67893, 4.47482], [2.44153, 2.90689, 3.82279], [3.61285, 3.70179, 4.81399], [2.83468, 2.60312, 2.50541], [4.09102, 2.85020, 1.96347], [4.41856, 2.40580, 0.68418], [3.50045, 1.66490, -0.04210], [2.27344, 1.40887, 0.36971], [1.84147, 1.92926, 1.60754], [-0.03913, 1.63084, 2.56928], [-1.05798, 0.87570, 2.19744], [1.17336, 2.98180, 5.51114], [4.83107, 3.37390, 2.54470], [5.39262, 2.59821, 0.26992], [3.75405, 1.26956, -1.01398], [1.17386, 0.82967, 2.29808], [0.44785, 2.67258, 1.48034], [0.45695, 4.18584, 1.65355], [-0.81514, 4.81699, 2.22665], [-2.11499, 4.36101, 1.55708], [-1.95009, 3.95973, 0.09041], [-1.52592, 2.49209, -0.05419], [-0.12183, 2.16295, 0.23412], [0.68090, 4.62773, 0.67766], [1.28687, 4.45990, 2.30853], [-0.70444, 5.89689, 2.12229], [-0.87143, 4.60721, 3.29559], [-2.84784, 5.16587, 1.63959], [-2.50733, 3.50267, 2.10330], [-1.25800, 4.63333, -0.41543], [-2.91651, 4.05693, -0.40764], [-1.71814, 2.14523, -1.07355], [-2.14218, 1.89903, 0.62686], [0.45284, 2.51841, -0.53402]],
  "atomic_forces_ev_per_a": [[-0.1, 1.2, 0.9], [0.2, -0.1, -0.2], [0.4, 0.4, 0.8], [-0.3, 0.1, 0.1], [0.4, -1.7, -1.0], [0.2, 1.2, 1.1], [0.1, 0.6, 0.2], [-0.6, -2.0, -0.8], [0.1, 1.7, 0.0], [-0.6, 1.0, 0.0], [0.4, 0.1, -0.2], [-0.3, -0.3, 0.0], [1.1, 0.2, -0.3], [-0.1, -0.3, 0.0], [0.0, 0.4, 0.3], [-1.0, 0.1, 0.6], [0.0, -0.2, -0.1], [0.1, 0.3, -0.2], [0.0, 0.0, 0.0], [0.0, 0.0, 0.0], [0.1, -0.1, -0.1], [0.0, 0.0, 0.0], [-0.2, 0.0, -0.1], [0.0, 0.0, 0.0], [0.2, -0.1, 0.0], [0.0, 0.1, 0.0], [0.0, 0.0, -0.1], [0.0, -0.1, 0.0], [0.0, 0.1, 0.0], [0.0, 0.0, 0.1], [-0.2, -0.1, 0.0], [0.0, 0.0, 0.0], [0.0, 0.0, -0.1], [-0.2, 0.0, 0.0], [0.0, 0.0, 0.0], [-0.1, -0.1, 0.0], [0.1, -0.1, 0.0], [0.0, 0.0, 0.0], [0.0, 0.0, 0.0], [0.2, 0.1, 0.0], [0.0, 0.1, 0.0], [0.0, 0.0, -0.1], [-0.3, 0.0, 0.2], [0.3, -0.3, -0.2], [-0.4, 0.0, -0.1], [0.1, 0.0, -0.2], [0.2, 0.1, 0.2], [0.0, -0.3, -0.2], [-0.3, -0.2, -0.1], [0.1, 0.0, -0.3], [0.4, 0.3, 0.2], [-0.6, -0.8, 0.3], [0.7, 1.4, -0.7], [0.1, 2.0, 0.8], [-0.2, -1.8, -1.1], [0.0, 0.0, 0.1], [0.1, 0.0, 0.1], [0.1, 0.0, -0.1], [0.2, -0.1, -0.2], [-0.2, -1.6, -0.3], [0.4, 0.0, 0.8], [-0.2, -0.2, 0.1], [0.0, -0.1, -0.1], [0.2, 0.1, 0.0], [0.0, -0.2, 0.2], [-0.8, 0.1, -0.2], [-0.1, -0.5, -0.3], [0.1, 0.0, 0.0], [0.0, -0.1, -0.2], [0.0, 0.0, 0.0], [0.0, 0.1, 0.0], [0.0, -0.1, 0.0], [-0.2, 0.0, 0.0], [0.0, 0.0, -0.2], [0.0, -0.1, -0.1], [0.1, 0.0, 0.0], [0.0, 0.1, -0.2], [0.1, -0.4, 0.2]],
  "multiplicity": 5,
  "s2": 6.12,
  "total_charge": 1,
  "total_energy_ev": -115704.304
}